Record 1
ORCA calculation (wB97M-V/def2-TZVPD) on C37H36F2GaN2O3S4 as an isolated structure.

Structure (XYZ):
```
85
C37H36F2GaN2O3S4 (wB97M-V/def2-TZVPD)
Ga 0.478 -0.203 -0.655
O -1.263 1.199 2.504
S -2.488 0.364 2.630
C -1.948 -1.361 2.932
C -0.789 -1.418 3.911
C -0.073 -2.774 3.955
C 0.805 -3.181 2.779
S 2.204 -2.140 2.210
O 1.583 -0.963 1.498
C 2.607 -1.467 3.851
C 3.175 -2.299 4.808
C 3.418 -1.810 6.083
C 3.108 -0.491 6.394
C 2.596 0.351 5.415
C 2.361 -0.134 4.134
C -3.108 0.688 4.291
C -2.352 1.476 5.140
C -2.852 1.796 6.395
C -4.105 1.338 6.783
C -4.865 0.563 5.916
C -4.368 0.240 4.662
H -1.639 -1.718 1.946
H -2.836 -1.906 3.262
H -1.144 -1.195 4.920
H -0.091 -0.633 3.618
H -0.824 -3.566 4.057
H 0.531 -2.783 4.864
H 0.246 -3.295 1.851
H 1.280 -4.141 2.994
H 3.421 -3.325 4.552
H 3.843 -2.458 6.840
H 3.272 -0.118 7.398
H 2.371 1.384 5.651
H 1.974 0.503 3.347
H -1.387 1.830 4.800
H -2.269 2.410 7.069
H -4.496 1.593 7.760
H -5.848 0.221 6.212
H -4.960 -0.351 3.970
F 3.955 -1.880 -4.546
C 2.730 -1.383 -4.273
C 2.464 -0.812 -3.045
C 1.227 -0.218 -2.784
C 0.245 -0.262 -3.802
C 0.543 -0.919 -4.995
F -0.384 -1.083 -5.981
C 1.775 -1.474 -5.262
C -1.028 0.467 -3.553
C -1.935 0.866 -4.542
C -3.005 1.669 -4.181
C -3.205 2.023 -2.858
C -2.296 1.520 -1.924
N -1.236 0.798 -2.274
H 3.244 -0.819 -2.292
H 1.970 -1.970 -6.201
H -1.795 0.594 -5.571
H -3.687 2.035 -4.939
H -3.996 2.693 -2.551
H -1.549 1.565 -0.059
C -1.563 4.044 0.835
C -3.011 3.631 0.826
C -3.974 4.364 1.505
C -5.308 3.989 1.466
C -5.677 2.850 0.771
C -4.736 2.074 0.100
C -5.165 0.784 -0.550
C -3.399 2.494 0.101
N -2.400 1.759 -0.567
H -1.426 4.978 1.377
H -1.196 4.168 -0.185
H -0.943 3.277 1.309
H -3.673 5.243 2.063
H -6.056 4.585 1.974
H -6.716 2.538 0.760
H -6.250 0.757 -0.652
H -4.852 -0.062 0.067
H -4.723 0.643 -1.532
C 5.790 -3.923 -1.502
O 4.379 -3.786 -1.360
C 3.775 -3.953 -0.160
S 4.647 -4.339 1.227
S 2.087 -3.774 -0.228
H 6.128 -3.115 -2.149
H 6.010 -4.883 -1.973
H 6.289 -3.869 -0.539
```

The value obtained for the HOMO energy is -4.032 eV. As for the gap between HOMO and LUMO: 6.104 eV. The relative energy (zero: lowest compared OMol25 entry of this formula, charge and spin) is 0.371 eV. Its charge is -1. The value obtained for the LUMO energy is 2.1 eV. Its spin multiplicity is 1.

Mulliken atomic charge list, values in e, 8 entries:
1 Ga 0.73
2 O -0.65
3 S 0.70
4 C -0.93
5 C 0.18
6 C -1.22
7 C -0.78
8 S 0.26



Record 2
ORCA calculation (wB97M-V/def2-TZVPD) on a 7-piece molecular cluster, C3H19N2O7S overall at a distorted geometry.

Structure (XYZ):
```
32
C3H19N2O7S (wB97M-V/def2-TZVPD)
C 0.757 -1.673 0.489
C -0.092 -1.077 1.616
S 1.128 -0.630 2.913
N -0.141 -1.964 -0.733
C 0.144 -1.438 -2.008
N 1.129 -0.445 -2.130
O -0.384 -1.969 -2.955
H 1.654 -1.073 0.257
H 1.072 -2.720 0.800
H -0.831 -0.346 1.255
H -0.684 -1.723 2.339
H -0.319 -3.021 -0.728
H 1.190 0.299 -1.464
H 1.393 -0.128 -3.031
H -3.193 2.508 -2.898
H -2.424 2.836 -1.644
O -3.289 2.502 -1.944
H -1.345 1.190 4.287
H -1.218 1.649 2.874
O -1.869 1.627 3.597
H 3.233 -1.932 -1.056
H 3.850 -3.130 -0.644
O 4.055 -2.181 -0.612
H 1.652 1.883 1.838
H 0.235 2.425 2.252
O 1.028 2.635 1.711
H 0.625 2.542 -0.109
H 1.585 3.096 -1.174
O 1.071 2.314 -0.942
H -3.210 0.080 -0.777
H -3.090 -1.398 -0.516
O -3.710 -0.735 -0.864
```

The value obtained for the HOMO energy is -3.452 eV. As for the gap between HOMO and LUMO: 6.013 eV. The relative energy (zero: lowest compared OMol25 entry of this formula, charge and spin) is 2.320 eV. Its charge is -1. The value obtained for the LUMO energy is 2.6 eV. Its spin multiplicity is 1.

natural (NBO) atomic charge list, values in e, 8 entries:
1 C -0.25
2 C -0.56
3 S -0.73
4 N -0.68
5 C 0.78
6 N -0.89
7 O -0.66
8 H 0.22



Record 3
ORCA calculation (wB97M-V/def2-TZVPD) on C39H37IN6O5S2Sm as an isolated structure.

Structure (XYZ):
```
91
C39H37IN6O5S2Sm (wB97M-V/def2-TZVPD)
Sm -0.271 0.367 -0.607
O -1.510 0.302 -2.864
S -0.771 -0.786 -3.504
O -1.552 -1.837 -4.110
N 0.213 -1.222 -2.364
C 1.202 -2.175 -2.470
C 1.501 -2.934 -3.580
C 2.575 -3.849 -3.558
C 3.350 -4.007 -2.445
C 3.059 -3.256 -1.279
C 3.826 -3.347 -0.093
C 3.491 -2.583 0.983
C 2.362 -1.739 0.896
N 1.618 -1.646 -0.173
C 1.972 -2.364 -1.276
C 0.196 -0.096 -4.824
C 1.475 0.379 -4.577
C 2.211 0.908 -5.627
C 1.672 0.956 -6.904
C 0.392 0.471 -7.141
C -0.350 -0.063 -6.099
H 0.906 -2.827 -4.478
H 2.786 -4.425 -4.450
H 4.185 -4.697 -2.436
H 4.674 -4.021 -0.062
H 4.059 -2.617 1.903
H 2.053 -1.143 1.745
H 1.889 0.323 -3.579
H 3.209 1.284 -5.442
H 2.252 1.367 -7.721
H -0.025 0.503 -8.139
H -1.344 -0.456 -6.263
C 3.828 1.710 5.548
C 3.956 0.812 4.323
N 2.918 -0.211 4.245
C 3.250 -1.548 4.710
C 3.085 -1.744 6.212
C 1.664 0.104 3.817
S 0.394 -1.004 3.915
N 1.529 1.390 3.452
C 1.018 1.850 2.351
O 0.841 1.206 1.276
C 0.714 3.329 2.352
C 0.368 3.977 1.172
C 0.070 5.333 1.179
C 0.116 6.053 2.363
C 0.469 5.412 3.545
C 0.769 4.060 3.537
H 4.571 2.509 5.510
H 3.971 1.151 6.472
H 2.837 2.161 5.567
H 4.916 0.291 4.335
H 3.919 1.420 3.421
H 4.284 -1.748 4.413
H 2.601 -2.249 4.187
H 3.745 -1.087 6.780
H 3.320 -2.775 6.483
H 2.053 -1.539 6.494
H 0.336 3.426 0.241
H -0.206 5.820 0.253
H -0.123 7.109 2.368
H 0.510 5.968 4.474
H 1.046 3.549 4.449
C -2.810 0.555 3.657
C -3.620 -0.562 3.720
C -3.632 -1.435 2.646
C -2.835 -1.157 1.543
N -2.021 -0.102 1.498
C -2.016 0.727 2.535
C -2.872 -2.059 0.363
C -4.074 -2.633 -0.039
C -4.061 -3.546 -1.077
C -2.846 -3.877 -1.651
C -1.709 -3.226 -1.208
N -1.710 -2.305 -0.245
H -2.761 1.272 4.463
H -4.229 -0.758 4.593
H -4.241 -2.328 2.659
H -1.370 1.589 2.454
H -4.995 -2.334 0.438
H -4.984 -3.985 -1.434
H -2.772 -4.594 -2.456
H -0.750 -3.454 -1.655
O 0.709 2.343 -1.847
C 1.891 1.972 -1.637
O 2.199 0.812 -1.286
H 2.703 2.716 -1.762
I -4.041 1.362 -0.808
C -2.019 2.219 -0.446
H -2.214 2.843 0.431
H -1.918 2.879 -1.314
```

The value obtained for the HOMO energy (alpha / beta) is -4.644 / -4.609 eV. As for the gap between HOMO and LUMO (alpha / beta): 7.125 / 7.091 eV. The relative energy (zero: lowest compared OMol25 entry of this formula, charge and spin) is 0.000 eV. Its expectation value of S² is 8.7602. Its charge is -1. The value obtained for the LUMO energy (alpha / beta) is 2.5 / 2.5 eV. Its spin multiplicity is 6.

Mulliken atomic charge list, values in e, 8 entries:
1 Sm 0.62
2 O -0.64
3 S 1.61
4 O -0.76
5 N 0.99
6 C -0.70
7 C -0.48
8 C -0.97